(1)
The following is a DFT calculation (the ωB97M-V functional and the def2-TZVPD basis) of a cluster of 2 separate species, C3H9N2O2S in total.

The geometry in XYZ format:
```
17
Properties=species:S:1:pos:R:3:forces:R:3:nbo_charge:R:1
C 0.703150 -0.316253 0.713368 0.7 -3.3 0.5 -0.257
C -0.217446 -1.242343 1.535513 -2.3 1.6 -0.4 -0.537
S -0.927579 -0.388309 2.996925 0.3 -0.1 0.3 -0.724
N 0.464362 -0.538162 -0.709096 0.2 1.6 0.1 -0.624
C 1.056449 0.237209 -1.651809 0.4 0.1 -1.1 0.780
N 1.419471 1.533937 -1.349352 -0.4 -0.3 1.0 -0.855
O 1.264490 -0.150099 -2.803812 -0.2 -0.3 0.0 -0.712
H 0.566478 0.709466 1.029995 0.3 0.0 0.0 0.220
H 1.660072 -0.879038 0.931968 0.1 1.9 0.0 0.174
H -1.144241 -1.328037 0.942154 0.5 -0.7 -0.2 0.185
H 0.205842 -2.220788 1.729466 0.2 -0.1 0.1 0.177
H 0.284054 -1.477500 -0.997807 0.0 -0.3 -0.2 0.397
H 1.392796 1.920878 -0.421058 -0.1 -0.2 -0.1 0.392
H 1.951201 2.006609 -2.046099 0.1 0.0 -0.3 0.394
H -3.102952 0.198848 -0.612218 0.4 0.0 1.1 0.476
H -2.647668 0.928117 0.822242 0.0 -1.1 -0.6 0.513
O -2.928482 1.005462 -0.110373 -0.2 1.0 -0.3 -0.998
```
Forces are in eV/Å.

Calculated values
* ΔE to the lowest compared entry with this formula, charge and spin: 125.8 kJ/mol
* charge: -1
* LUMO: 3.570 eV
* E_HOMO: -2.87 eV
* DFT total energy: -777.94287 Ha

=====

(2)
The following is a DFT calculation (the ωB97M-V functional and the def2-TZVPD basis) of a cluster of 11 separate species, C43H62F4O17S2 in total.

The geometry in XYZ format:
```
128
Properties=species:S:1:pos:R:3:forces:R:3:mulliken_charge:R:1
F -4.303452 -13.600783 11.148263 -3.1 0.0 1.3 -0.290
C -3.084850 -13.403073 10.808032 3.0 -0.9 -0.6 0.451
C -2.305333 -12.410585 11.344637 -0.5 1.0 -0.3 -0.457
C -1.058793 -12.187165 10.776312 0.9 -0.5 0.2 -0.487
C -0.447524 -13.163840 9.993088 -1.0 0.9 -0.8 -0.545
C -1.227643 -14.215588 9.532200 0.2 -0.3 0.4 -0.471
C -2.546327 -14.338119 9.951945 0.6 -0.3 -0.7 -0.217
H -2.757334 -11.769053 12.086617 0.1 0.3 -0.1 0.402
H -0.496791 -11.273535 10.902147 -0.1 0.1 0.7 0.420
H 0.511758 -12.949201 9.545745 0.2 -0.2 0.1 0.444
H -0.763994 -14.932790 8.871104 -0.2 -0.2 -0.1 0.361
H -3.180665 -15.155458 9.642153 0.0 -0.1 -0.2 0.393
F 0.689177 -2.832668 18.802939 -0.6 0.3 -0.5 -0.295
C -0.482097 -2.509827 18.198980 -1.4 -1.0 -1.5 0.389
C -1.170685 -1.364056 18.566282 1.1 0.2 0.5 -0.329
C -2.388930 -1.039446 18.007115 -2.3 -2.8 -2.0 -0.446
C -3.039197 -2.001636 17.132534 2.2 0.3 0.4 -0.446
C -2.328943 -3.185685 16.759080 -0.7 1.5 0.2 -0.350
C -1.057016 -3.387768 17.209497 1.7 0.5 2.6 -0.375
H -0.695409 -0.739047 19.307807 -0.1 0.2 0.1 0.374
H -3.058329 -0.221507 18.229155 0.7 0.5 0.4 0.349
H -3.996841 -1.750116 16.701183 -0.1 -0.2 0.1 0.365
H -2.662817 -4.000181 16.133366 -0.8 0.4 -0.2 0.351
H -0.565116 -4.327644 17.006807 0.3 0.0 -0.2 0.414
F 8.712930 -13.116391 10.247777 -0.8 0.4 -0.6 -0.292
C 9.352586 -12.721392 11.341790 1.6 1.4 1.3 0.252
C 10.096768 -13.692133 11.982799 -0.4 0.3 0.0 -0.264
C 10.856415 -13.344897 13.089922 0.6 1.9 0.1 -0.432
C 10.938184 -11.966238 13.511622 -0.2 -1.6 -0.9 -0.365
C 10.221522 -10.988157 12.816243 0.7 -0.9 0.4 -0.438
C 9.462788 -11.363752 11.732227 -1.5 -1.1 -1.0 -0.380
H 10.044948 -14.653714 11.493866 0.3 -0.4 0.5 0.389
H 11.542653 -14.065559 13.509590 -0.2 -0.1 0.3 0.335
H 11.640847 -11.683217 14.281401 -0.1 -0.1 0.2 0.376
H 10.333798 -9.941214 13.056477 -0.1 0.0 0.1 0.407
H 8.876062 -10.627216 11.203405 0.0 0.1 -0.2 0.412
F 8.344063 -7.631012 16.187275 -0.2 -1.8 1.9 -0.304
C 8.326053 -8.495134 17.312605 0.4 0.7 0.5 0.258
C 9.137153 -8.186560 18.407391 0.5 1.0 -0.4 -0.211
C 9.263872 -8.954959 19.584474 -0.6 0.5 -2.6 -0.521
C 8.593159 -10.169368 19.542922 1.0 0.8 1.2 -0.322
C 7.733171 -10.452385 18.504950 0.2 -1.2 1.0 -0.358
C 7.554011 -9.635902 17.422726 0.0 0.0 -1.7 -0.358
H 9.786841 -7.338871 18.246975 0.0 0.4 0.3 0.341
H 9.936695 -8.584591 20.343782 0.0 -0.4 0.2 0.373
H 8.903901 -10.853285 20.318873 -0.8 -0.5 0.1 0.348
H 7.265201 -11.424712 18.549448 -0.3 0.0 -0.3 0.345
H 6.991254 -10.054836 16.601630 -0.3 0.4 -0.1 0.408
C 3.926376 -13.615496 12.525697 -0.6 -0.7 -0.1 -0.897
S 2.654427 -14.501629 13.509303 1.1 -0.7 1.1 0.519
O 3.308340 -15.759553 14.071428 -0.7 1.6 -0.7 -0.648
C 2.479689 -13.297044 14.932740 -0.5 0.1 -0.6 -0.885
H 4.761028 -13.388367 13.188921 -0.1 0.5 -0.3 0.306
H 3.405715 -12.851433 11.948451 0.2 0.8 0.7 0.326
H 4.260130 -14.250777 11.705261 0.1 -0.6 0.4 0.335
H 1.927416 -12.409941 14.622671 -0.1 -0.1 -0.5 0.339
H 3.353509 -12.886542 15.438727 0.4 -0.7 -0.2 0.290
H 1.814680 -13.813233 15.625131 0.3 -0.2 0.1 0.314
C 2.069749 -6.435320 12.716263 0.0 -0.8 0.4 -0.882
S 3.260653 -7.412631 13.692251 0.1 -1.2 0.4 0.532
O 2.535732 -8.544644 14.408112 0.5 1.3 -1.1 -0.621
C 4.140974 -8.139217 12.254687 -0.2 -0.2 -0.1 -0.932
H 1.243547 -6.255351 13.404081 0.1 0.2 -0.1 0.331
H 1.720811 -7.057404 11.892037 0.0 0.2 -0.1 0.257
H 2.540713 -5.505696 12.396746 0.0 -0.1 0.0 0.338
H 4.602523 -7.351292 11.659519 -0.1 0.1 0.1 0.336
H 3.457008 -8.714442 11.630652 -0.3 0.2 0.1 0.265
H 4.920958 -8.841567 12.548693 0.0 0.2 0.5 0.377
C 7.182704 -10.251562 5.943107 1.1 -0.8 -1.9 -0.676
O 6.548631 -8.992227 5.673192 -1.3 0.9 3.4 -0.295
C 5.750025 -8.540546 6.728236 -0.7 -0.3 -0.4 0.794
O 5.243630 -9.253419 7.585799 1.3 1.2 -1.5 -0.570
O 5.521385 -7.187895 6.586304 0.6 -2.7 -0.3 -0.306
C 4.578189 -6.668586 7.508860 -0.3 1.0 0.3 -0.589
H 6.770896 -11.062175 6.544299 -1.1 0.8 0.0 0.312
H 8.213425 -10.188744 6.292070 0.0 0.9 0.2 0.293
H 7.265853 -10.570942 4.904279 0.2 -0.8 0.2 0.261
H 3.775142 -6.170297 6.965792 0.1 -0.1 -0.2 0.249
H 5.124697 -5.902950 8.059525 -0.2 -0.1 0.3 0.221
H 4.130635 -7.420579 8.158713 0.4 0.0 -0.1 0.305
C -2.448389 -7.492173 8.469976 0.2 0.5 0.6 -0.602
O -2.149267 -8.277614 7.320601 -0.8 -2.1 0.6 -0.319
C -1.236376 -7.899805 6.469956 0.8 1.6 -0.8 0.827
O -0.722213 -6.801682 6.562730 0.3 -1.0 -0.8 -0.584
O -1.036532 -8.853591 5.486040 -0.4 1.6 0.9 -0.302
C -0.413653 -8.381487 4.282006 1.1 -0.6 -1.0 -0.714
H -1.674761 -7.431483 9.235434 0.8 -0.1 -0.6 0.253
H -3.221253 -8.000511 9.046479 -0.5 0.1 -0.8 0.248
H -2.668917 -6.466979 8.172587 -0.3 -0.2 0.1 0.299
H 0.598826 -8.766173 4.159559 0.4 0.2 1.0 0.281
H -0.355301 -7.307963 4.102466 -0.5 -0.1 0.6 0.319
H -0.808792 -8.881816 3.397902 -1.2 0.1 0.3 0.292
C 0.648236 -7.877490 19.981494 -0.6 -1.5 -1.0 -0.635
O 0.621515 -6.869205 20.923667 1.0 1.8 1.6 -0.273
C 1.137259 -7.039731 22.148592 0.4 -1.8 0.9 0.788
O 1.614272 -8.071066 22.610776 -0.7 1.6 -1.0 -0.578
O 0.979076 -5.898419 22.828077 -0.1 -0.1 2.7 -0.301
C 1.315520 -5.957042 24.311814 1.0 0.8 0.2 -0.774
H -0.396478 -7.886842 19.670734 0.1 -0.8 -0.3 0.217
H 1.004538 -8.830555 20.372419 -0.4 0.0 0.3 0.341
H 1.248361 -7.697249 19.089606 0.2 0.7 0.2 0.255
H 2.390272 -6.004940 24.487091 0.1 -0.1 -0.8 0.312
H 0.933036 -6.630643 25.078664 -0.8 -1.5 -1.5 0.327
H 1.026230 -5.073258 24.880445 -0.3 0.9 -1.4 0.323
C 2.368034 0.991815 8.446395 -0.2 -1.7 -0.7 -0.589
O 1.364057 0.941415 9.429639 -2.2 -0.7 1.9 -0.302
C 0.783258 -0.278774 9.766656 1.6 -0.4 -1.0 0.777
O 0.998853 -1.323446 9.162033 -0.7 1.7 1.2 -0.560
O 0.050647 -0.128474 10.883617 1.9 3.1 -1.4 -0.292
C -0.698209 -1.158538 11.385544 -0.4 -1.9 -0.9 -0.579
H 2.421678 1.973442 7.975608 0.1 0.1 0.7 0.229
H 2.075430 0.298169 7.658149 0.2 -0.1 -0.2 0.306
H 3.266782 0.589687 8.913985 0.4 0.5 -0.4 0.250
H -1.361374 -0.768194 12.157518 0.3 -0.2 -0.1 0.202
H -0.006636 -1.946115 11.684797 -0.3 -0.2 0.6 0.252
H -1.238602 -1.559532 10.528057 -0.6 -0.3 0.3 0.305
C 6.814855 -2.252121 12.569933 -0.6 -1.3 1.1 -0.651
O 7.906997 -1.940812 11.764557 0.5 0.9 -1.3 -0.299
C 7.613487 -1.607721 10.496816 -1.2 -0.8 -1.2 0.859
O 6.568725 -1.849950 9.887113 1.8 0.7 1.6 -0.584
O 8.700861 -1.043899 9.955002 -0.4 -1.0 2.3 -0.313
C 8.539385 -0.412957 8.744020 0.1 0.3 -1.8 -0.656
H 7.234243 -2.683008 13.479084 0.1 0.2 0.1 0.246
H 6.229738 -3.058861 12.128451 -0.3 0.3 -0.2 0.286
H 6.219986 -1.382927 12.850540 -0.1 0.0 -0.3 0.286
H 9.436257 -0.666738 8.178947 0.0 0.4 -0.2 0.229
H 8.450089 0.658877 8.920980 0.0 0.0 -0.3 0.256
H 7.683901 -0.795080 8.187035 -0.1 0.1 0.1 0.339
```
Forces are in eV/Å.

Calculated values
* ΔE to the lowest compared entry with this formula, charge and spin: 511.4 kJ/mol
* LUMO: -0.025 eV
* E_HOMO: -8.70 eV
* DFT total energy: -4150.35653 Ha

=====

(3)
The following is a DFT calculation (the ωB97M-V functional and the def2-TZVPD basis) of a structure of composition C5H11NS.

The geometry in XYZ format:
```
18
Properties=species:S:1:pos:R:3:forces:R:3:nbo_charge:R:1
C -0.858534 -0.125238 2.242560 -1.9 -1.3 -4.1 -0.831
C -1.945856 1.496710 0.229412 -1.0 -1.0 0.6 -0.936
C 1.669320 -0.769512 -1.545770 -1.9 0.1 0.3 -0.451
C 0.674364 -1.716639 -0.933867 -0.4 -2.3 0.0 -0.475
C 0.239276 -0.409964 -1.405275 0.7 -0.6 3.2 -0.210
N 0.650668 1.548196 0.990918 -2.3 -1.3 1.6 -1.039
S -0.691656 0.497361 0.653516 2.1 0.8 1.9 1.218
H -1.432281 -1.057436 2.114020 0.3 0.5 1.0 0.212
H -0.258382 0.184047 3.033575 1.1 0.2 0.9 0.228
H -2.210971 1.549379 -0.808424 0.2 -0.2 -0.6 0.212
H -2.825890 1.300333 0.882491 0.9 0.6 -0.2 0.240
H 2.284559 -0.133581 -1.031840 1.8 1.0 1.8 0.214
H 2.028873 -0.916261 -2.518812 0.3 -0.6 -1.4 0.218
H 0.440192 -2.623448 -1.518231 0.1 0.6 -0.3 0.216
H 0.573150 -2.103363 0.113089 0.6 1.2 -0.5 0.230
H -0.476402 -0.154331 -2.071671 -2.1 0.6 -2.1 0.194
H 1.541628 1.257988 1.293311 0.9 -0.9 0.0 0.388
H 0.597943 2.175760 0.280998 0.5 2.5 -2.3 0.371
```
Forces are in eV/Å.

Calculated values
* ΔE to the lowest compared entry with this formula, charge and spin: 789.6 kJ/mol
* LUMO (spin up / spin down): -0.541 / -0.127 eV
* E_HOMO (spin up / spin down): -7.58 / -7.65 eV
* DFT total energy: -649.73829 Ha

=====

(4)
The following is a DFT calculation (the ωB97M-V functional and the def2-TZVPD basis) of a structure of composition C25H39BrNO2PReSe2.

The geometry in XYZ format:
```
72
Properties=species:S:1:pos:R:3:forces:R:3:mulliken_charge:R:1
Re -0.628548 1.036107 0.240530 0.1 0.0 0.1 0.926
O -4.251563 -2.561330 2.603601 0.0 0.0 0.0 -0.518
C -4.166320 -1.527219 3.564550 0.0 0.0 0.0 -1.358
C -3.203675 -0.451281 3.020045 0.0 0.0 0.0 1.897
C -3.063161 0.597143 4.121201 0.0 0.0 0.0 -1.416
O -2.331333 1.709951 3.625845 0.0 0.0 0.0 -0.410
C -1.889807 -1.175243 2.712161 0.0 0.0 0.0 -1.345
Se -0.362882 -0.063760 2.226969 0.0 0.0 0.0 -0.010
C -3.875375 0.125906 1.773211 0.0 0.1 0.1 -1.476
Se -2.938693 1.203117 0.427055 0.1 -0.1 0.0 0.055
H -4.871926 -3.233593 2.904411 0.0 0.0 0.0 0.359
H -3.778799 -1.902456 4.518492 0.0 0.0 0.0 0.490
H -5.145345 -1.071380 3.747739 0.0 0.0 0.0 0.473
H -2.557410 0.153110 4.985574 0.0 0.0 0.0 0.439
H -4.063155 0.910922 4.437497 0.0 0.0 0.0 0.515
H -2.319666 2.397991 4.299604 0.0 0.0 0.0 0.306
H -2.033982 -1.897615 1.911587 0.0 0.0 0.0 0.492
H -1.555427 -1.713486 3.600248 0.0 0.0 0.0 0.591
H -4.708865 0.763744 2.069416 0.0 0.0 0.0 0.531
H -4.276536 -0.694601 1.175243 0.0 0.0 0.0 0.639
C 3.896588 3.427541 2.835866 0.0 0.0 0.0 -1.438
C 2.798037 3.507562 1.817760 0.0 0.0 0.0 0.115
C 2.587406 4.640398 1.034816 0.0 0.0 0.0 -0.441
C 1.550044 4.685748 0.109830 0.0 0.0 0.0 -0.770
C 0.770279 3.564829 0.010646 0.0 0.0 0.0 0.357
Br -0.699850 3.366445 -1.183625 0.0 0.1 0.0 -0.059
N 0.937773 2.455893 0.734235 -0.2 -0.1 -0.1 -0.046
C 1.934390 2.436183 1.633106 0.0 0.0 0.0 -0.121
H 4.525016 4.314141 2.805450 0.0 0.0 0.0 0.390
H 4.527272 2.555769 2.661110 0.0 0.0 0.0 0.337
H 3.481821 3.339497 3.840600 0.0 0.0 0.0 0.356
H 3.237041 5.499317 1.145552 0.0 0.0 0.0 0.440
H 1.362945 5.554346 -0.504863 0.0 0.0 0.0 0.532
H 2.031122 1.529665 2.218213 0.0 0.0 0.0 0.698
C 2.232103 1.351371 -2.379136 0.0 0.0 0.0 -1.631
C 1.297050 0.291127 -2.970620 0.0 0.0 0.0 1.750
C 2.170906 -0.792512 -3.617997 0.0 0.0 0.0 -1.627
C 0.408319 0.950515 -4.028372 0.0 0.0 0.0 -1.795
P 0.263988 -0.476834 -1.593016 -0.1 0.0 0.0 0.673
C 1.461146 -1.539370 -0.712053 0.0 0.0 0.0 1.143
C 2.397097 -0.903436 0.107790 0.0 0.0 0.0 -0.135
C 3.388037 -1.619914 0.755363 0.0 0.0 0.0 -1.004
C 3.455893 -2.998203 0.603474 0.0 0.0 0.0 -0.826
C 2.531005 -3.643179 -0.201461 0.0 0.0 0.0 -0.902
C 1.544345 -2.922292 -0.860328 0.0 0.0 0.0 -0.521
C -1.162823 -1.503119 -2.269869 0.0 0.0 0.0 1.823
C -2.268022 -0.590992 -2.826733 0.0 0.0 0.0 -1.608
C -1.747636 -2.300337 -1.093873 0.0 0.0 0.0 -1.567
C -0.755302 -2.453867 -3.406286 0.0 0.0 0.0 -1.903
H 2.840682 1.752257 -3.191717 0.0 0.0 0.0 0.636
H 2.916841 0.936822 -1.641035 0.0 0.0 0.0 0.307
H 1.685801 2.186368 -1.942409 0.0 0.0 0.0 0.340
H 2.730399 -0.326053 -4.431286 0.0 0.0 0.0 0.523
H 1.593170 -1.608629 -4.044495 0.0 0.0 0.0 0.328
H 2.891472 -1.205753 -2.913259 0.0 0.0 0.0 0.343
H 1.046286 1.526225 -4.701124 0.0 0.0 0.0 0.524
H -0.320267 1.638097 -3.596775 0.0 0.0 0.0 0.261
H -0.117815 0.217451 -4.635460 0.0 0.0 0.0 0.342
H 2.355135 0.169991 0.244828 0.0 0.0 0.0 0.116
H 4.107809 -1.106435 1.379234 0.0 0.0 0.0 0.528
H 4.226018 -3.564339 1.109316 0.0 0.0 0.0 0.426
H 2.575645 -4.716531 -0.326754 0.0 0.0 0.0 0.501
H 0.847773 -3.462898 -1.480690 0.0 0.0 0.0 0.208
H -2.591977 0.164175 -2.113829 0.0 0.0 0.0 0.057
H -3.132532 -1.219166 -3.049492 0.0 0.0 0.0 0.551
H -1.980519 -0.101029 -3.752015 0.0 0.0 0.0 0.348
H -2.154513 -1.631290 -0.335434 0.0 0.0 0.0 0.022
H -1.026533 -2.963716 -0.619049 0.0 0.0 0.0 0.330
H -2.569684 -2.911944 -1.469381 0.0 0.0 0.0 0.687
H -0.496847 -1.911293 -4.313509 0.0 0.0 0.0 0.356
H -1.624861 -3.070743 -3.640535 0.0 0.0 0.0 0.586
H 0.064992 -3.123886 -3.165683 0.0 0.0 0.0 0.279
```
Forces are in eV/Å.

Calculated values
* 2S+1: 2
* charge: +2
* LUMO (spin up / spin down): -7.444 / -7.302 eV
* E_HOMO (spin up / spin down): -13.88 / -14.05 eV
* DFT total energy: -8977.23137 Ha